Entry 1:
Formula: C5H13N2
Source: OMol25
Level of theory: wB97M-V/def2-TZVPD

XYZ file:
```
20
Properties=species:S:1:pos:R:3:forces:R:3:mulliken_charge:R:1
C -3.052378 0.503702 1.368183 0.14 -0.06 0.21 -0.842
N -2.143049 -0.005013 0.345011 1.79 0.08 1.70 -0.219
C -0.831705 -0.120461 0.755750 -0.63 -1.65 -0.27 -0.192
C 0.058577 -0.881533 0.073321 0.18 -0.24 -0.28 -0.800
C 1.549045 -0.831341 0.268336 -0.55 1.28 -0.44 -0.647
C 2.105830 0.416043 -0.461064 1.17 0.54 -0.05 -0.631
N 1.732527 0.331073 -1.933876 -1.04 -0.85 0.76 -0.266
H -2.929497 -0.050776 2.297874 -0.14 -0.72 -0.29 0.290
H -2.741439 1.484982 1.730242 -0.52 0.55 -0.67 0.334
H -4.084131 0.400521 1.050026 0.00 0.42 0.03 0.326
H -2.229260 0.095918 -0.649066 -0.76 0.11 0.08 0.280
H -0.572552 0.097593 1.796293 -0.19 1.04 -0.31 0.361
H -0.344348 -1.705756 -0.510346 -0.02 0.40 -0.51 0.593
H 1.976284 -1.716357 -0.203047 0.39 -0.07 0.50 0.307
H 1.850862 -0.666755 1.304031 0.09 -0.53 0.10 0.349
H 1.761622 1.391503 -0.121021 -0.53 -0.34 0.28 0.347
H 3.192548 0.497637 -0.376283 -0.02 -0.26 -0.28 0.378
H 0.886798 -0.271340 -1.832148 0.05 -0.06 -0.51 0.346
H 2.432102 -0.129556 -2.500760 0.17 -0.12 -0.19 0.345
H 1.382155 1.159924 -2.401453 0.41 0.47 0.13 0.343
```
Positions in Å, forces in eV/Å.

Properties
Max |F|   2.47 eV/Å
Multiplicity   1
Total charge   +1
E   -307.52286 Eh
LUMO   -3.355 eV
Highest occupied orbital energy   -11.61 eV

***

Entry 2:
Formula: C6H9NO2
Source: OMol25
Level of theory: wB97M-V/def2-TZVPD

XYZ file:
```
18
Properties=species:S:1:pos:R:3:forces:R:3:mulliken_charge:R:1
C -0.341506 -1.937852 -1.086860 -0.17 0.15 -0.06 -1.432
C -0.303656 -0.545618 -0.556409 -1.52 0.47 -1.48 0.792
C -1.361189 0.205693 -0.113874 1.71 -1.06 0.73 -0.880
N -0.889528 1.448989 0.266572 -0.48 1.14 -0.24 -0.356
C 0.527932 1.425283 0.172594 0.55 -2.77 0.71 -0.293
C 1.081130 0.241392 1.408877 0.33 3.33 0.18 0.654
O 2.241149 -0.038845 1.497403 -0.48 -0.55 -0.45 -0.562
O 0.269623 0.147927 2.487861 -0.34 -0.44 -0.18 -0.512
C 0.768714 0.446378 -0.978344 0.29 0.10 0.49 -0.508
H 0.562242 -2.467458 -0.786814 -0.05 -0.15 0.00 0.329
H -1.221482 -2.471587 -0.732017 0.05 -0.12 0.10 0.361
H -0.386820 -1.935056 -2.179633 0.12 -0.03 -0.03 0.293
H -2.353101 -0.108571 0.153720 -0.24 -0.05 -0.04 0.393
H -1.351592 2.000317 0.973707 0.00 -0.03 -0.17 0.276
H 1.033098 2.385855 0.185696 0.03 -0.11 0.30 0.433
H -0.647734 0.321241 2.218324 0.37 -0.05 -0.01 0.351
H 1.766554 0.009607 -0.955016 0.04 0.20 0.13 0.347
H 0.606166 0.872305 -1.975785 -0.22 -0.05 0.02 0.313
```
Positions in Å, forces in eV/Å.

Properties
Max |F|   3.35 eV/Å
Multiplicity   1
E   -439.21521 Eh
LUMO   0.581 eV
Highest occupied orbital energy   -8.26 eV

***

Entry 3:
Formula: C4H19N2SiV
Source: OMol25
Level of theory: wB97M-V/def2-TZVPD

XYZ file:
```
27
Properties=species:S:1:pos:R:3:forces:R:3:mulliken_spin:R:1
C -0.998618 0.605988 -2.242093 0.05 0.89 1.90 -0.070
V 0.375601 0.971286 -0.688464 1.51 0.06 -1.88 1.250
N 2.506968 0.745616 0.272765 0.47 -0.18 -0.52 -0.012
N 1.659418 0.207695 -2.215417 0.73 -0.38 -0.45 -0.021
H 2.672717 -0.227092 0.555746 -0.10 0.30 -0.14 0.000
H 0.419639 1.145050 0.909713 -1.30 0.32 0.50 -0.012
H -1.913808 1.101297 -1.896507 -0.15 -0.22 -0.63 -0.010
H -1.126469 -0.460044 -2.436082 -0.05 0.26 -0.33 0.004
H -0.478294 1.203488 -2.993102 -0.58 -0.16 -0.52 0.015
H 1.888921 -0.772354 -2.035558 0.10 0.14 -0.08 0.005
H 2.540660 0.703547 -2.381434 -0.23 -0.29 0.06 0.004
H 1.179267 0.209987 -3.107682 -0.10 -0.07 -0.10 -0.001
H 3.258592 0.982002 -0.385437 -0.19 -0.16 0.40 0.000
H 2.703109 1.285845 1.101787 -0.07 0.25 0.31 0.001
C -0.241827 0.043645 2.814141 -0.30 0.11 0.37 -0.009
Si -0.835871 -0.118261 1.048862 -0.97 -1.43 0.89 -0.109
C -0.376130 -1.824427 0.322308 0.09 -0.09 -0.12 -0.010
C -2.718016 0.084709 0.866302 0.01 0.44 -0.35 -0.024
H 0.711279 -0.488735 2.917369 -0.09 0.09 0.13 0.000
H -0.937606 -0.303573 3.588025 0.21 -0.09 -0.19 0.000
H -0.061555 1.116386 2.992797 -0.03 -0.37 0.12 0.003
H -0.944076 -2.636349 0.802794 0.04 0.35 0.10 -0.006
H -0.587274 -1.932911 -0.752580 0.08 0.17 0.29 0.001
H 0.675627 -2.063609 0.495355 0.10 -0.07 -0.04 0.002
H -3.326808 -0.600676 1.483534 0.62 0.18 -0.01 -0.005
H -3.009236 1.107621 1.139770 -0.08 -0.18 -0.07 0.000
H -3.036208 -0.086120 -0.176910 0.23 0.13 0.37 0.003
```
Positions in Å, forces in eV/Å.

Properties
Max |F|   2.41 eV/Å
Multiplicity   2
Total charge   +1
E   -1506.47361 Eh
LUMO (spin up / spin down)   -4.039 / -3.882 eV
Highest occupied orbital energy (spin up / spin down)   -12.12 / -11.42 eV

***

Entry 4:
Formula: CH5BO3
Source: OMol25
Level of theory: wB97M-V/def2-TZVPD

XYZ file:
```
10
Properties=species:S:1:pos:R:3:forces:R:3:mulliken_charge:R:1
C -1.288875 0.792820 -0.142979 -0.24 0.00 -0.04 -0.549
O 0.108178 1.016498 -0.080992 -0.19 0.37 -0.01 -0.289
B 1.014275 0.064925 -0.037051 5.38 2.32 0.03 0.626
O 0.863860 -1.258173 -0.007638 -0.67 -0.66 0.02 -0.458
O 2.641006 0.761803 -0.027520 -4.65 -1.79 -0.04 -0.595
H -1.766933 1.545844 0.484363 -0.01 -0.12 -0.06 0.228
H -1.550676 -0.206934 0.202637 -0.03 0.00 0.02 0.276
H -1.621257 0.920180 -1.174186 -0.03 -0.01 0.06 0.245
H 1.638814 -1.815955 0.021364 0.23 0.08 -0.01 0.284
H 3.245004 0.033241 0.117682 0.21 -0.20 0.03 0.232
```
Positions in Å, forces in eV/Å.

Properties
Max |F|   5.86 eV/Å
Multiplicity   1
E   -291.75824 Eh
LUMO   0.309 eV
Highest occupied orbital energy   -10.35 eV

***

Entry 5:
Formula: C4H16NSi2
Source: OMol25
Level of theory: wB97M-V/def2-TZVPD

XYZ file:
```
23
Properties=species:S:1:pos:R:3:forces:R:3:mulliken_charge:R:1
C -2.461551 0.002576 0.947584 -3.18 1.24 -1.65 -1.270
C -1.373385 -1.575272 -0.792743 1.33 4.65 -6.86 -1.160
C -1.406759 -0.170371 -0.155889 0.16 -0.22 2.22 0.434
C 1.110658 0.365103 -0.054813 1.34 -0.19 -4.83 -0.479
N -0.137527 0.008187 0.656382 2.25 1.25 -0.93 -0.299
Si 1.271773 2.229814 -0.771551 -1.31 -0.97 0.57 0.506
Si 2.727677 -0.721221 0.409700 -2.30 -0.06 -0.85 0.466
H -3.389692 0.554642 0.532178 1.59 -0.48 0.39 0.327
H -2.987940 -0.860093 1.316598 0.58 -0.92 0.14 0.342
H -2.146911 0.597125 1.787695 0.27 0.25 0.27 0.384
H -2.218173 -1.608023 -1.617676 1.70 -0.21 1.83 0.327
H -1.405797 -2.318882 -0.156478 -0.72 -3.58 3.52 0.477
H -0.324599 -1.727819 -1.387446 -2.57 0.51 1.21 0.273
H -1.313985 0.762860 -0.722000 -0.67 -0.75 -0.88 0.290
H 1.143427 -0.327289 -1.866508 -0.29 0.97 3.35 0.186
H -0.147795 0.776024 1.333231 -1.00 0.11 -0.05 0.403
H 0.093042 -0.766612 1.208349 0.00 -2.13 1.04 0.327
H 0.186711 3.101093 -0.236045 -0.06 -0.38 -0.09 -0.072
H 1.618983 2.642033 -2.123902 -0.22 -0.50 -0.44 -0.061
H 2.365503 2.337080 0.045735 2.27 1.08 1.25 -0.140
H 1.877996 -1.813251 0.860384 -0.11 -0.70 0.38 -0.129
H 3.452418 -1.227088 -0.743629 0.31 0.35 -0.23 -0.045
H 3.465926 -0.260616 1.530844 0.64 0.67 0.65 -0.085
```
Positions in Å, forces in eV/Å.

Properties
Max |F|   8.40 eV/Å
Multiplicity   1
Total charge   +1
E   -795.25358 Eh
LUMO   -4.500 eV
Highest occupied orbital energy   -13.65 eV

***

Entry 6:
Formula: C3H7NO2
Source: OMol25
Level of theory: wB97M-V/def2-TZVPD

XYZ file:
```
13
Properties=species:S:1:pos:R:3:forces:R:3:mulliken_charge:R:1
C 1.357968 -1.003601 0.875817 -1.26 3.33 1.32 -1.088
C 0.596514 -0.282328 -0.413513 -1.74 -1.02 -1.50 0.119
C -0.949424 -0.028919 -0.031292 -0.63 -3.33 -2.05 0.367
H 0.757046 -1.840098 1.454478 1.01 1.93 -1.43 0.286
H 1.545661 0.040519 1.709444 -0.43 -3.47 -2.40 0.287
H 2.323807 -1.408961 0.545431 -0.17 0.14 0.15 0.374
H 0.535552 -0.991002 -1.350915 0.25 1.15 2.12 0.275
H 2.353064 0.444111 -0.296393 -3.72 3.19 -3.09 0.380
H -0.184008 1.806007 0.683110 -1.38 -1.29 0.17 0.323
H -1.938623 1.616622 0.916707 2.08 -0.92 0.22 0.295
N -0.974625 1.138634 0.934487 -2.28 -1.45 -3.26 -0.502
O 1.222936 1.026166 -0.998908 3.93 -5.20 5.25 -0.554
O -1.797995 -0.994734 -0.599760 4.34 6.93 4.49 -0.561
```
Positions in Å, forces in eV/Å.

Properties
Max |F|   9.33 eV/Å
Multiplicity   1
E   -323.52062 Eh
LUMO   -0.312 eV
Highest occupied orbital energy   -9.88 eV

***

Entry 7:
Formula: C6H13P
Source: OMol25
Level of theory: wB97M-V/def2-TZVPD

XYZ file:
```
20
Properties=species:S:1:pos:R:3:forces:R:3:mulliken_charge:R:1
C -1.582461 -1.041565 1.097452 2.00 -0.19 1.92 -1.122
C -1.002031 -0.740245 -0.015075 4.48 2.37 -0.94 0.717
C -1.365459 -0.821493 -1.445221 -0.32 2.00 0.75 -1.318
C 0.534112 0.199839 0.175239 -1.26 -3.38 -1.29 1.328
C 0.250875 1.567664 -0.232384 -1.77 -0.50 -1.56 -1.796
C 1.073592 0.000212 1.537059 -1.17 2.93 0.13 -2.425
P 1.796285 -0.576774 -0.989016 0.57 -0.58 1.91 -0.008
H -0.910484 -1.026764 1.965356 -0.79 0.44 -0.04 0.186
H -2.505699 -1.425145 1.324675 -2.25 -1.13 -0.20 0.440
H -0.511418 -1.006981 -2.101634 -0.24 -0.33 0.16 0.271
H -1.663649 0.256207 -1.611710 -0.34 -1.32 -0.68 0.281
H -2.154399 -1.540060 -1.529148 -0.58 -0.16 -0.72 0.407
H -0.494572 1.993516 0.358548 -1.34 0.92 1.21 0.405
H -0.155598 1.471990 -1.223327 -0.65 0.25 -0.59 0.465
H 0.973975 2.275317 -0.433759 2.41 1.16 0.36 0.482
H 1.163555 -1.010958 1.642402 1.17 -2.62 0.96 0.662
H 0.314321 0.342516 2.226483 -0.22 0.09 0.51 0.419
H 1.905646 0.672019 1.723475 0.60 -0.54 0.00 0.538
H 2.835670 0.246129 -0.376796 -0.37 -0.33 -0.94 0.051
H 1.497734 0.164574 -2.092615 0.08 0.91 -0.96 0.016
```
Positions in Å, forces in eV/Å.

Properties
Max |F|   5.16 eV/Å
Multiplicity   1
E   -577.64714 Eh
LUMO   0.902 eV
Highest occupied orbital energy   -9.16 eV

***

Entry 8:
Formula: C18H41B3Br3IO9S5
Source: OMol25
Level of theory: wB97M-V/def2-TZVPD

XYZ file:
```
80
Properties=species:S:1:pos:R:3:forces:R:3:mulliken_charge:R:1
C -1.462228 5.450458 -0.605549 0.66 0.28 0.03 -0.726
C -0.673400 5.391461 -1.950447 -0.68 0.16 -0.14 -0.470
C -0.407723 3.950129 -2.491643 -0.50 0.37 0.55 -0.270
I 0.436841 4.151138 -4.479111 -0.03 -0.18 0.42 0.054
B 0.511958 3.049869 -1.566084 0.79 -1.15 -1.40 0.055
O 0.039470 1.772989 -1.124052 -0.39 2.04 0.97 -0.432
B 0.122289 1.847121 0.283396 0.75 -1.41 -0.18 0.563
C -1.179516 1.717275 1.196881 -0.73 1.45 -0.69 -0.021
C -2.349792 1.214455 0.326403 1.27 1.16 1.22 0.315
O -2.543768 0.075711 0.206823 -1.01 -1.79 -0.41 -0.535
Br -3.561894 2.410645 -0.648627 0.32 0.28 0.25 -0.225
O 1.407715 2.086548 0.803177 -1.49 1.44 -0.32 0.410
B 1.759195 3.350169 0.256307 1.23 -0.96 0.38 -0.386
C 1.987941 4.534182 1.262611 -0.08 0.20 0.95 0.251
Br 1.402385 4.183174 3.102082 0.19 -0.14 -1.07 -0.118
C 2.512485 5.736198 0.980468 -0.15 0.04 -0.77 0.258
C 3.009537 6.082454 -0.437551 0.38 0.57 0.71 -0.871
Br 2.682837 7.114837 2.319360 0.04 -0.57 -0.86 -0.152
O 1.819071 3.412417 -1.143811 -1.78 0.79 0.95 -0.553
H -1.417591 6.502385 -0.243436 -0.05 -0.72 -0.08 0.366
H -2.525743 5.171831 -0.687521 0.59 -0.03 -0.10 0.243
H -0.974951 4.810114 0.167120 -0.37 0.39 -0.32 0.001
H 0.261802 5.978531 -1.854113 -0.40 -0.51 -0.07 0.175
H -1.291048 5.927115 -2.706019 0.49 -0.31 0.36 0.475
H -1.383089 3.431452 -2.604982 0.63 0.32 -0.14 0.405
H -1.034869 1.136053 2.127373 -0.34 0.24 -0.62 0.070
H -1.431482 2.759714 1.521291 0.39 -0.61 -0.10 0.345
H 3.920497 5.482879 -0.632004 -0.51 0.33 -0.08 0.291
H 2.265695 5.903197 -1.232321 0.34 -0.12 0.57 0.098
H 3.288495 7.151501 -0.455918 -0.09 -0.57 -0.08 0.382
C 0.235515 -4.671686 0.032657 0.02 -0.12 0.04 -0.911
S 0.157683 -3.065834 0.842449 -0.15 -0.11 -0.32 0.505
O -0.280440 -3.294902 2.249476 -0.03 0.01 0.00 -0.586
C -1.269745 -2.457744 -0.074606 0.15 -0.09 0.13 -0.419
H 1.045541 -5.245381 0.479850 -0.01 0.06 0.03 0.400
H -0.705059 -5.205344 0.171486 0.00 0.05 0.05 0.171
H 0.435990 -4.533974 -1.030444 0.02 0.05 0.03 0.343
H -2.118715 -3.126821 0.071269 0.05 -0.06 0.08 0.287
H -1.020567 -2.391766 -1.134558 0.08 0.00 0.01 0.397
H -1.524574 -1.464866 0.297358 0.26 -0.53 -0.04 -0.142
C 1.056919 -0.383171 2.870999 0.33 0.03 -0.02 -0.034
S 0.257289 -0.072894 4.450591 0.03 -0.20 0.08 0.453
O -0.262540 1.324379 4.417858 0.03 0.03 -0.11 -0.604
C 1.769709 -0.062231 5.428327 0.13 0.07 0.01 -0.978
H 0.291515 -0.393378 2.096839 0.05 -0.17 0.13 -0.852
H 1.780225 0.404905 2.656172 -0.10 0.07 0.09 0.389
H 1.552870 -1.353078 2.900447 -0.13 -0.04 0.03 0.568
H 2.446791 0.707071 5.054829 -0.07 0.02 -0.05 0.354
H 2.245420 -1.042114 5.373981 -0.05 -0.01 -0.01 0.332
H 1.507662 0.155455 6.462794 -0.09 -0.01 -0.05 0.357
C -4.413814 -7.934590 -1.976313 -0.10 0.00 0.11 -0.920
S -2.876721 -7.274596 -2.643654 0.01 0.00 -0.06 0.480
O -1.757857 -7.901662 -1.892601 -0.11 0.11 0.05 -0.604
C -3.094770 -5.607291 -1.993033 -0.05 0.09 0.11 -0.868
H -4.471940 -8.991155 -2.232436 0.09 0.04 -0.04 0.328
H -4.426013 -7.822092 -0.891638 0.08 0.02 -0.02 0.299
H -5.259192 -7.407326 -2.419844 0.04 0.00 -0.03 0.341
H -3.191529 -5.640427 -0.906683 0.00 -0.09 -0.02 0.258
H -3.983826 -5.156432 -2.435387 0.02 -0.03 -0.03 0.474
H -2.220434 -5.014992 -2.259702 0.01 -0.10 -0.06 0.222
C -1.442298 -4.909183 7.576279 -0.06 0.07 0.12 -0.933
S -0.144563 -5.084493 6.338529 0.02 -0.02 -0.09 0.520
O 1.113780 -5.419147 7.058688 -0.10 0.10 0.03 -0.641
C -0.067905 -3.339599 5.904324 -0.01 0.14 0.08 -0.907
H -1.630361 -5.887465 8.015891 0.07 -0.01 -0.07 0.335
H -1.121466 -4.216278 8.355068 0.06 -0.01 -0.04 0.290
H -2.353051 -4.545287 7.099331 0.03 -0.02 -0.04 0.330
H 0.165288 -2.747009 6.790783 0.00 -0.10 0.06 0.399
H -1.022173 -3.025172 5.481881 0.04 -0.04 -0.07 0.405
H 0.716147 -3.205345 5.160833 -0.07 -0.15 -0.06 0.230
C 1.758378 1.997958 -8.685848 -0.01 -0.01 -0.15 -0.963
S 2.396697 2.958132 -7.302481 0.08 -0.17 -0.02 0.541
O 2.069330 4.386784 -7.562007 -0.01 -0.09 0.03 -0.604
C 4.137219 2.721054 -7.699691 0.11 0.03 -0.10 -0.978
H 0.670649 2.040021 -8.658498 0.04 0.05 0.09 0.300
H 2.115106 2.419494 -9.626303 0.02 0.05 0.05 0.318
H 2.083313 0.961442 -8.589636 0.00 0.02 0.05 0.354
H 4.343444 3.096394 -8.702738 -0.07 0.03 0.01 0.318
H 4.383744 1.660698 -7.635738 -0.05 0.01 0.03 0.349
H 4.732210 3.274939 -6.975253 -0.10 0.01 0.03 0.298
```
Positions in Å, forces in eV/Å.

Properties
Max |F|   2.29 eV/Å
Multiplicity   1
E   -11472.93146 Eh
LUMO   -0.451 eV
Highest occupied orbital energy   -8.66 eV